C11H18O | the ωB97M-V functional and the def2-TZVPD basis

Element x y z (Å)
C -2.799 0.969 -2.113
C -2.128 0.624 -0.779
C -1.047 -0.418 -0.788
C -1.310 -1.790 -0.733
C -0.292 -2.653 -0.363
C 0.998 -2.183 -0.160
O 1.927 -3.062 0.343
C 1.321 -0.872 -0.492
C 0.279 -0.011 -0.843
H -3.787 1.399 -1.979
H -2.890 0.044 -2.685
H -2.121 1.583 -2.669
H -1.799 1.483 -0.178
H -2.917 0.348 -0.057
H -2.344 -2.104 -0.823
H -0.472 -3.703 -0.168
H 2.797 -2.631 0.277
H 2.347 -0.562 -0.321
H 0.579 1.024 -0.930
C 0.664 1.589 2.574
C 1.542 2.591 1.823
C 0.754 3.322 0.717
H -0.114 1.167 1.952
H 0.159 2.068 3.422
H 1.240 0.808 3.078
H 1.917 3.330 2.499
H 2.362 2.044 1.359
H 0.895 2.851 -0.258
H -0.311 3.142 0.860
H 0.943 4.385 0.612

* energy above the lowest of the compared OMol25 structures with the same formula, charge and spin: 75.8 kJ/mol
* frontier orbital gap: 9.2108 eV
* SMILES: CCc1ccc(O)cc1.CCC
* highest occupied orbital energy: -8.4 eV